# 1
A 9-piece molecular cluster, C34H80Cl10N4 overall in a non-equilibrium geometry. Source: OMol25; level of theory: wB97M-V/def2-TZVPD.

Element x y z (Å)
Cl: -4.753017 -24.364374 28.856543
C: -6.165985 -25.452638 28.674745
C: -6.186361 -25.874718 27.126436
Cl: -4.825222 -26.924863 26.673744
H: -7.135376 -24.967700 28.979299
H: -6.023392 -26.431536 29.305584
H: -6.378677 -24.796119 26.722350
H: -7.055729 -26.189911 26.979114
Cl: -12.367169 -25.244417 21.508105
C: -10.977124 -24.963450 22.437170
C: -10.479276 -26.297731 22.908715
Cl: -11.530287 -27.099203 24.089687
H: -11.301938 -24.466118 23.361630
H: -10.121137 -24.348575 21.907723
H: -9.589333 -26.151972 23.360652
H: -10.232354 -26.869296 22.058345
Cl: -1.183703 -25.846405 21.962055
C: -2.928978 -25.720040 21.885401
C: -3.576323 -26.884730 22.687013
Cl: -2.891287 -28.401367 22.279959
H: -3.315982 -25.820424 20.858503
H: -3.343086 -24.614747 21.952741
H: -4.548373 -27.090875 22.271384
H: -3.501391 -26.715982 23.727750
Cl: -7.046909 -27.574370 23.066393
C: -7.550845 -29.172053 23.518090
C: -7.674027 -29.385543 24.976505
Cl: -9.102752 -28.542237 25.644815
H: -7.053093 -29.940776 22.947767
H: -8.700833 -29.450476 23.198273
H: -6.719351 -28.967710 25.498154
H: -8.060747 -30.597858 24.930758
Cl: -3.585931 -24.006911 18.208535
C: -3.776615 -25.689500 17.476442
C: -5.159128 -26.264093 17.692425
Cl: -5.357130 -27.411577 19.101381
H: -3.071407 -26.361202 17.711829
H: -3.478476 -25.552581 16.441545
H: -5.567046 -26.700544 16.694701
H: -5.970299 -25.636873 17.839590
C: -9.748963 -17.060870 25.629758
C: -9.284603 -17.399457 24.243813
N: -9.478387 -16.229372 23.200616
C: -9.053795 -14.925624 23.531937
C: -7.925561 -14.670664 24.283092
C: -9.272479 -16.584449 21.854632
C: -10.443380 -17.480851 21.347857
H: -9.401894 -16.108136 26.258308
H: -9.488728 -17.952324 26.215739
H: -10.722308 -16.969979 25.626412
H: -9.792735 -18.354268 23.754721
H: -8.173879 -17.609876 24.290616
H: -9.847192 -14.581717 24.216814
H: -9.335371 -14.223858 22.738136
H: -7.339289 -15.241700 25.147384
H: -7.752760 -13.702121 24.895399
H: -7.284543 -14.750209 23.581647
H: -8.365728 -17.389155 21.865118
H: -9.023097 -15.722800 21.253078
H: -10.773737 -18.398612 21.804187
H: -10.076345 -18.029402 20.363098
H: -11.164394 -16.806385 20.891091
C: -1.060254 -19.077757 23.580896
C: -1.889796 -20.186838 22.911511
N: -3.055262 -19.515769 22.338075
C: -3.372279 -19.852348 20.983936
C: -3.445615 -21.184949 20.572766
C: -4.238242 -19.817168 23.187544
C: -5.467775 -19.122023 22.834541
H: -1.396277 -18.773136 24.563521
H: -1.052059 -18.228930 23.043020
H: -0.056158 -19.387099 23.693933
H: -2.319773 -20.721481 23.735589
H: -1.234137 -20.687255 22.192784
H: -2.504544 -19.325518 20.372525
H: -4.120327 -19.218934 20.495897
H: -3.126875 -22.117171 21.147971
H: -2.833773 -20.979568 19.630958
H: -4.552604 -21.379004 20.391510
H: -4.042738 -19.456121 24.322051
H: -4.380674 -20.963652 23.275833
H: -5.796034 -19.610749 21.875206
H: -5.332621 -18.032908 22.949873
H: -6.267281 -19.025579 23.444458
C: -10.619775 -22.290310 18.563060
C: -9.716389 -22.551472 17.382928
N: -8.394626 -22.136921 17.681868
C: -7.407823 -22.923990 17.188274
C: -7.467444 -23.404383 15.821424
C: -8.329760 -20.633388 17.407942
C: -7.707365 -19.854934 18.580331
H: -11.276572 -21.533857 18.674495
H: -10.229350 -22.683898 19.321154
H: -11.531455 -22.891921 18.452052
H: -9.990289 -22.318608 16.348809
H: -9.656655 -23.747216 17.310661
H: -7.366436 -23.864649 17.695404
H: -6.434591 -22.497342 17.381509
H: -8.285048 -23.343066 15.237062
H: -6.988569 -24.303771 15.704600
H: -6.852401 -22.495923 15.392076
H: -9.361179 -20.079538 17.311635
H: -7.875738 -20.383612 16.426031
H: -7.481113 -18.765023 18.304421
H: -7.050519 -20.412331 19.195151
H: -8.563313 -19.662722 19.288207
C: -7.060965 -24.575490 20.986104
C: -6.885516 -23.804793 22.329689
N: -8.130278 -23.013921 22.773729
C: -8.217652 -22.940344 24.137638
C: -7.116001 -22.591675 24.891246
C: -8.415281 -21.851875 22.025833
C: -9.861437 -21.289851 22.161965
H: -8.181321 -24.773967 20.879860
H: -6.447867 -25.345858 21.160108
H: -6.919457 -23.870246 20.045465
H: -6.095924 -23.212874 22.024500
H: -6.601604 -24.664631 22.929804
H: -8.486633 -23.948523 24.467010
H: -9.101428 -22.577042 24.177774
H: -6.091598 -22.924278 25.006170
H: -7.332976 -22.789401 25.891388
H: -6.804658 -21.462425 24.961538
H: -8.421315 -22.121924 20.848651
H: -7.690559 -20.914298 22.307249
H: -10.182804 -20.628440 23.111242
H: -10.398751 -22.126621 22.081153
H: -10.222820 -20.827946 21.240900

Cartesian forces, eV/Å:
Cl -0.5 -0.1 0.5
C 0.3 -2.6 -0.4
C 5.2 6.1 3.4
Cl -0.9 0.8 -0.1
H 1.2 -0.3 -0.5
H -0.1 2.1 -0.9
H 1.7 -1.8 -0.5
H -7.0 -4.2 -1.6
Cl -1.8 0.2 -1.7
C 2.0 1.0 1.3
C -1.2 0.5 -0.8
Cl -0.3 0.1 -0.4
H 0.2 0.5 -0.4
H -1.8 -1.3 1.0
H 2.9 0.5 1.9
H -0.3 -1.4 -0.9
Cl 0.3 0.6 -0.1
C -2.1 1.1 -1.2
C -0.3 1.9 -1.4
Cl 1.3 -1.8 -0.2
H 0.9 -0.7 -0.1
H 1.0 -2.1 1.3
H -0.8 1.0 0.7
H -0.3 0.0 1.1
Cl 0.1 0.6 -0.3
C -4.4 -1.3 -1.4
C 0.4 -2.5 0.6
Cl 0.5 0.1 0.1
H 1.0 0.0 0.3
H 2.5 1.4 0.1
H -1.7 -1.6 -0.4
H 1.9 3.2 1.1
Cl 0.1 -1.3 0.0
C -2.4 2.8 -1.0
C -0.4 -1.9 -2.1
Cl 0.5 0.3 -0.8
H 2.7 -2.1 2.2
H -0.9 0.4 -0.4
H 1.2 -0.3 1.7
H -0.8 2.1 0.7
C 4.3 0.4 1.7
C 1.2 1.2 -3.1
N -0.4 -2.2 1.4
C -7.7 0.7 2.2
C 4.4 1.8 7.9
C 1.5 -5.3 0.8
C 1.7 0.2 -4.5
H 0.0 -2.0 -2.0
H -0.1 0.3 0.3
H -5.3 0.3 0.1
H 0.9 2.1 1.4
H -0.9 0.0 -0.3
H -0.7 0.1 0.1
H 1.1 -0.2 -0.4
H -2.4 -0.5 -1.7
H -1.1 -0.7 -1.9
H 6.2 0.3 -4.3
H -1.0 1.9 -0.6
H -0.2 -0.1 -0.4
H -0.4 0.5 1.3
H -0.2 1.2 1.4
H -0.9 -0.4 0.7
C -0.2 -2.4 1.6
C 0.1 2.4 0.6
N -2.6 0.1 0.8
C 3.9 6.2 -0.1
C -1.4 -4.6 -2.9
C 1.6 -1.0 4.2
C 0.8 0.7 -3.3
H -0.4 -0.3 0.3
H 0.0 2.9 -2.3
H 1.3 -0.4 0.3
H 0.6 -1.6 0.1
H -0.6 -0.4 0.1
H -0.9 -0.9 1.3
H -0.7 -0.2 0.9
H 0.3 1.8 -0.4
H -1.3 -2.3 0.5
H 1.3 -0.4 -0.4
H 0.3 -1.0 -2.3
H 0.0 1.4 -0.2
H -0.2 1.6 0.4
H 0.8 0.1 -1.8
H -2.7 -1.7 2.7
C -3.7 -0.8 -6.9
C -0.2 -3.8 -0.1
N -2.3 4.9 1.2
C 1.8 -2.1 1.1
C 3.7 4.9 -2.1
C -0.6 0.8 0.0
C -2.5 2.0 0.0
H -0.6 4.3 0.5
H 3.4 -2.4 6.6
H 0.2 -1.3 -0.5
H -0.7 0.6 0.2
H -0.2 2.2 0.3
H -0.3 -0.6 1.7
H 0.3 0.3 0.2
H -3.4 -0.2 -1.3
H 1.4 -2.0 -0.5
H -0.6 -2.2 -0.7
H 1.4 -1.9 0.0
H 0.2 -0.5 0.5
H 0.6 -1.7 0.3
H 1.4 -0.2 0.1
H 0.6 -0.4 -0.4
C -4.7 5.2 -1.7
C -3.2 -0.4 -1.8
N 2.8 -2.9 -3.9
C 1.5 -5.6 -1.6
C 4.7 5.8 4.0
C 0.7 3.3 -2.3
C 1.3 3.0 1.6
H 1.5 -0.7 0.2
H 2.1 -3.3 -0.9
H 0.5 -1.7 1.8
H 2.1 1.8 0.7
H -0.2 0.8 1.3
H 0.1 -0.7 0.1
H -5.7 4.0 2.2
H 0.2 -1.5 -1.9
H -1.0 0.0 2.2
H -1.1 -1.4 -0.5
H 0.8 0.7 2.6
H -1.0 -2.1 -1.1
H 1.0 -1.6 -2.1
H -2.8 -3.4 0.7
H 0.7 0.8 0.1

Kohn-Sham gap = 0.2962 hartree
spin multiplicity = 1
HOMO level = -7.66 eV
calculated total energy = -167720.929 eV
SMILES string = CCN(CC)CC.CCN(CC)CC.CCN(CC)CC.CCN(CC)CC.ClCCCl.ClCCCl.ClCCCl.ClCCCl.ClCCCl

# 2
C22H15BCl2F4N4O3OsS2 as an isolated structure in a non-equilibrium geometry. Source: OMol25; level of theory: wB97M-V/def2-TZVPD.

Element x y z (Å)
Os: 0.524057 -0.272962 -0.587460
Cl: -5.193240 4.373596 -0.225170
C: -3.657981 3.623372 -0.418967
C: -2.901994 3.898769 -1.564158
C: -1.703884 3.256858 -1.744762
Cl: -0.753124 3.598200 -3.147277
C: -1.165640 2.314154 -0.811896
O: -0.073348 1.711686 -1.084943
C: -1.929785 2.150732 0.389715
C: -1.400503 1.367619 1.475622
O: -0.343567 0.756767 1.465787
C: -3.166162 2.779221 0.550141
H: -3.261600 4.598350 -2.304189
H: -2.008705 1.362257 2.394581
H: -3.735566 2.584677 1.445768
S: 2.124715 -0.684760 1.533795
C: 1.912023 -2.365864 1.655108
C: 2.285264 -2.975181 2.870967
N: 2.583580 -3.470974 3.860138
C: 1.452010 -3.186873 0.629918
S: 0.941248 -2.621136 -0.904915
C: 1.476545 -4.585420 0.799911
N: 1.500986 -5.724483 0.937522
F: -1.490213 -0.913419 -0.258797
B: -2.736787 -1.776095 0.178932
F: -2.589766 -2.931507 -0.499914
F: -3.785438 -1.028509 -0.232747
F: -2.624622 -1.888477 1.513650
C: 0.312394 1.341075 -5.916872
N: 1.177092 1.381359 -4.776941
N: 1.029487 0.577381 -3.683039
C: 2.038880 0.843048 -2.794946
O: 2.196124 0.225910 -1.697953
C: 2.838661 1.840000 -3.396150
C: 2.267760 2.149245 -4.609882
C: 2.654255 3.148007 -5.633499
C: -0.032773 -0.365586 -3.561395
C: -1.333180 0.059119 -3.282043
C: -2.360355 -0.864659 -3.193362
C: -2.098905 -2.208462 -3.408385
C: -0.816162 -2.626694 -3.730172
C: 0.222689 -1.713100 -3.808393
H: -0.551271 0.721790 -5.688550
H: 0.825274 0.918674 -6.785854
H: -0.023322 2.350662 -6.156847
H: 3.712590 2.267095 -2.952492
H: 3.535688 3.689933 -5.308742
H: 1.835759 3.851332 -5.781235
H: 2.866702 2.661844 -6.585359
H: -1.538820 1.105513 -3.147129
H: -3.361485 -0.541150 -2.949830
H: -2.900994 -2.923875 -3.332356
H: -0.618363 -3.670214 -3.921659
H: 1.225579 -2.033394 -4.051015

Cartesian forces, eV/Å:
Os -0.3 0.4 0.1
Cl -0.3 0.2 0.0
C 0.4 -0.1 0.0
C -0.1 -0.2 0.3
C 0.4 -0.3 0.4
Cl 0.1 0.2 -0.3
C -1.6 0.7 0.5
O 1.5 -1.4 0.0
C 0.4 0.0 -1.0
C -0.3 0.1 0.2
O 0.2 -0.3 0.0
C 0.0 0.1 -0.2
H 0.0 0.0 0.0
H 0.1 0.0 0.0
H -0.1 0.0 0.1
S -0.4 -0.6 -0.3
C 0.0 1.0 -0.7
C 0.2 -0.2 0.5
N 0.1 -0.2 0.4
C -0.1 1.0 -0.7
S 0.1 0.3 0.8
C -0.1 -0.6 0.1
N 0.0 -0.3 0.0
F 0.8 0.6 -0.2
B 0.2 0.1 -0.1
F 0.1 -0.8 -0.5
F -0.6 0.5 -0.3
F 0.2 0.0 0.9
C -0.3 -0.1 -0.5
N 0.4 0.3 0.1
N 0.3 -0.1 0.4
C -0.2 0.7 -1.5
O -0.7 -0.5 1.1
C -0.2 -0.2 0.2
C -0.1 -0.3 0.4
C 0.0 -0.1 0.0
C -0.4 -0.4 -0.2
C 0.1 0.0 -0.1
C 0.1 0.0 -0.1
C 0.1 0.0 -0.1
C 0.0 0.0 0.0
C 0.0 0.2 -0.1
H 0.0 0.1 0.0
H 0.0 0.0 0.1
H -0.1 -0.1 0.0
H 0.2 0.1 0.1
H 0.0 0.0 0.0
H 0.0 0.1 -0.1
H 0.0 0.0 -0.1
H 0.0 0.2 0.1
H 0.0 0.0 0.1
H 0.0 -0.1 0.1
H 0.0 -0.1 0.0
H 0.1 0.0 0.0

Kohn-Sham gap (spin up / spin down) = 0.2774 / 0.2219 hartree
spin multiplicity = 5
HOMO level (spin up / spin down) = -8.41 / -8.71 eV
calculated total energy = -95892.381 eV

# 3
C14H17FMoN2O7S as an isolated structure. Source: OMol25; level of theory: wB97M-V/def2-TZVPD.

Element x y z (Å)
Mo: -0.450796 0.808540 0.749405
O: 0.899082 0.516130 6.670549
C: 0.641141 0.566310 5.352488
C: 1.459396 -0.061149 4.408798
C: 1.113933 0.052199 3.083318
N: 0.031484 0.737128 2.736806
C: -0.770016 1.335512 3.612070
C: -0.495723 1.276419 4.954772
C: -1.942079 2.026627 2.927938
O: -2.766103 2.624462 3.565537
O: -1.921510 1.893989 1.612669
C: 1.845163 -0.554363 1.895314
O: 2.838900 -1.216324 2.049834
O: 1.278028 -0.278901 0.736202
H: 1.700759 0.006876 6.839629
H: 2.341237 -0.624314 4.687875
H: -1.137801 1.759133 5.677566
C: -2.249602 0.137336 -4.003513
C: -0.833929 -0.061939 -4.537667
C: 0.221856 0.803215 -3.859782
S: 0.734676 0.412559 -2.179395
O: -0.568867 0.476476 -1.367750
C: 1.147571 -1.345198 -2.307235
C: -0.029641 -2.317987 -2.143053
C: 0.103552 -3.164259 -0.881437
H: -2.961911 -0.441706 -4.591315
H: -2.539385 1.188057 -4.067191
H: -2.336972 -0.162125 -2.960560
H: -0.810722 0.202856 -5.597779
H: -0.543903 -1.112690 -4.486112
H: -0.104159 1.844006 -3.786510
H: 1.164783 0.799355 -4.413950
H: 1.883351 -1.486508 -1.514875
H: 1.663381 -1.438875 -3.265481
H: -0.078386 -2.961094 -3.023638
H: -0.967409 -1.764310 -2.099290
H: 1.032786 -3.737521 -0.889716
H: -0.728060 -3.864810 -0.802634
H: 0.094644 -2.533315 0.006571
F: -1.478357 -0.780453 0.928986
O: 1.734835 4.470893 -0.220987
C: 1.173753 3.486992 0.091239
N: 0.611001 2.482785 0.412312

Cartesian forces, eV/Å:
Mo -0.1 -0.3 0.0
O 0.0 0.0 0.0
C 0.0 0.0 0.0
C 0.1 0.0 0.0
C -0.1 0.0 0.0
N 0.0 0.0 0.0
C 0.0 0.0 -0.1
C 0.0 0.0 0.1
C -0.1 0.1 0.0
O 0.0 0.0 0.0
O 0.2 0.0 -0.1
C 0.1 0.0 0.0
O 0.0 0.0 0.0
O 0.0 0.1 0.0
H 0.0 0.0 0.0
H 0.0 0.0 0.0
H 0.0 0.0 0.0
C 0.0 0.0 0.0
C 0.0 0.0 0.0
C 0.0 0.0 0.0
S 0.0 0.0 -0.2
O -0.1 0.1 0.1
C 0.0 0.0 0.0
C 0.0 0.0 0.0
C 0.0 0.0 0.0
H 0.0 0.0 0.0
H 0.0 0.0 0.0
H 0.0 0.0 0.0
H 0.0 0.0 0.0
H 0.0 0.0 0.0
H 0.0 0.0 0.0
H 0.0 0.0 0.0
H 0.0 0.0 0.0
H 0.0 0.0 0.0
H 0.0 0.0 0.0
H 0.0 0.0 0.0
H 0.0 0.0 0.0
H 0.0 0.0 0.0
H 0.0 0.0 0.0
F 0.1 0.1 0.0
O 0.0 0.0 0.0
C 0.0 -0.1 0.0
N 0.0 0.0 0.0

Kohn-Sham gap (spin up / spin down) = 0.2641 / 0.3430 hartree
spin multiplicity = 3
HOMO level (spin up / spin down) = -8.40 / -10.10 eV
calculated total energy = -47518.556 eV